C42H126O21 | the ωB97M-V functional and the def2-TZVPD basis

Frontier orbital gap in eV: 9.6367
DFT total energy in eV: -88590.1438
Highest occupied orbital energy in hartree: -0.3457

Bonds (Å) are listed after each position.
Element x y z (Å)
1 C 3.06750 0.95203 8.13786  C2 1.530, H4 1.042, H5 1.083, H6 1.088
2 C 2.09254 -0.19791 7.87484  C1 1.530, O3 1.461, H7 1.122, H8 1.114
3 O 2.17203 -0.44438 6.43714  C2 1.461, H9 0.989
4 H 2.73718 1.82717 7.67785  C1 1.042
5 H 4.10923 0.80006 7.88359  C1 1.083
6 H 3.06140 1.10065 9.21552  C1 1.088
7 H 1.03813 0.04029 8.17422  C2 1.122
8 H 2.43473 -1.11474 8.40713  C2 1.114
9 H 1.43938 -1.01612 6.09811  O3 0.989
10 C 0.66045 3.18228 5.58227  C11 1.514, H13 1.136, H14 1.089, H15 1.073
11 C 1.25180 2.60510 4.31388  C10 1.514, O12 1.426, H16 1.088, H17 1.083
12 O 2.44013 1.85833 4.56803  C11 1.426, H18 1.010
13 H -0.29434 3.76121 5.37200  C10 1.136
14 H 1.36503 3.85806 6.06423  C10 1.089
15 H 0.45253 2.40246 6.28885  C10 1.073
16 H 1.53487 3.37032 3.59339  C11 1.088
17 H 0.57522 1.97588 3.74920  C11 1.083
18 H 2.23417 1.12283 5.22840  O12 1.010
19 C 3.55918 -2.37869 -2.44029  C20 1.537, H22 1.095, H23 1.144, H24 1.074
20 C 4.17037 -1.88209 -1.12017  C19 1.537, O21 1.411, H25 1.134, H26 1.080
21 O 4.48914 -0.52225 -1.31997  C20 1.411, H27 0.979
22 H 3.41209 -3.45937 -2.53841  C19 1.095
23 H 4.20949 -2.06418 -3.32794  C19 1.144
24 H 2.65049 -1.81747 -2.55220  C19 1.074
25 H 5.07374 -2.46395 -0.75627  C20 1.134
26 H 3.47374 -1.94352 -0.29699  C20 1.080
27 H 4.54274 -0.06362 -0.45623  O21 0.979
28 C -6.70857 0.73815 1.11806  C29 1.500, H31 1.092, H32 1.089, H33 1.115
29 C -6.83271 1.36473 2.47555  C28 1.500, O30 1.461, H34 1.146, H35 1.112
30 O -8.23792 1.71779 2.66360  C29 1.461, H36 0.946
31 H -7.13601 1.45872 0.41754  C28 1.092
32 H -7.28796 -0.18217 1.06007  C28 1.089
33 H -5.69785 0.46493 0.73487  C28 1.115
34 H -6.26149 2.35253 2.58252  C29 1.146
35 H -6.41828 0.78917 3.33229  C29 1.112
36 H -8.28664 1.90749 3.58924  O30 0.946
37 C -1.18069 -5.21028 -2.92007  C38 1.535, H40 1.096, H41 1.116, H42 1.079
38 C -0.83101 -4.28168 -1.74934  C37 1.535, O39 1.448, H43 1.079, H44 1.071
39 O -0.49794 -2.96492 -2.25188  C38 1.448, H45 0.955
40 H -1.70167 -6.09791 -2.54417  C37 1.096
41 H -0.24950 -5.47837 -3.47384  C37 1.116
42 H -1.82024 -4.67257 -3.60215  C37 1.079
43 H 0.00225 -4.66712 -1.18302  C38 1.079
44 H -1.63359 -4.17344 -1.04888  C38 1.071
45 H -0.32879 -2.44813 -1.46659  O39 0.955
46 C 4.83173 -5.26544 0.20301  C47 1.524, H49 1.067, H50 1.114, H51 1.078
47 C 4.35288 -5.86890 -1.11227  C46 1.524, O48 1.413, H52 1.095, H53 1.119
48 O 2.94948 -6.03101 -1.06795  C47 1.413, H54 0.959
49 H 5.89755 -5.20677 0.21420  C46 1.067
50 H 4.49294 -5.96235 1.00338  C46 1.114
51 H 4.25152 -4.37455 0.38096  C46 1.078
52 H 4.82498 -6.85079 -1.21741  C47 1.095
53 H 4.66273 -5.28188 -2.01284  C47 1.119
54 H 2.62792 -6.64294 -1.73328  O48 0.959
55 C -0.19721 -6.90714 1.14242  C56 1.522, H58 1.109, H59 1.093, H60 1.067
56 C 0.87000 -6.14767 1.91777  C55 1.522, O57 1.422, H61 1.116, H62 1.084
57 O 1.41543 -5.08358 1.14909  C56 1.422, H63 0.959
58 H 0.29917 -7.21645 0.19981  C55 1.109
59 H -1.11842 -6.32477 1.06450  C55 1.093
60 H -0.40014 -7.79210 1.70212  C55 1.067
61 H 1.62179 -6.87322 2.31115  C56 1.116
62 H 0.36072 -5.76310 2.79375  C56 1.084
63 H 1.94133 -5.41033 0.41683  O57 0.959
64 C 2.27182 -3.39603 -6.60304  C65 1.499, H67 1.119, H68 1.082, H69 1.056
65 C 1.03660 -3.54540 -5.76725  C64 1.499, O66 1.415, H70 1.099, H71 1.075
66 O 1.42977 -3.18613 -4.45608  C65 1.415, H72 0.978
67 H 2.03202 -3.58327 -7.67976  C64 1.119
68 H 3.06250 -4.09698 -6.37091  C64 1.082
69 H 2.73737 -2.45003 -6.55331  C64 1.056
70 H 0.70299 -4.59128 -5.80746  C65 1.099
71 H 0.18955 -2.97000 -6.09428  C65 1.075
72 H 0.68558 -3.22808 -3.82309  O66 0.978
73 C -3.34378 -1.96511 -6.50390  C74 1.497, H76 1.073, H77 1.052, H78 1.065
74 C -3.55249 -1.70812 -5.04433  C73 1.497, O75 1.409, H79 1.113, H80 1.093
75 O -3.73141 -0.31775 -4.89923  C74 1.409, H81 0.950
76 H -2.52925 -1.42139 -6.94350  C73 1.073
77 H -4.18605 -1.67358 -7.06334  C73 1.052
78 H -3.18405 -3.00395 -6.67701  C73 1.065
79 H -2.69247 -2.02429 -4.41242  C74 1.113
80 H -4.44475 -2.25634 -4.73071  C74 1.093
81 H -4.14968 -0.01222 -4.10285  O75 0.950
82 C -3.35678 3.41280 3.49925  C83 1.546, H85 1.101, H86 1.108, H87 1.094
83 C -3.17447 2.26587 2.47943  C82 1.546, O84 1.432, H88 1.093, H89 1.100
84 O -3.54029 1.04254 3.12672  C83 1.432, H90 0.975
85 H -4.30013 3.24071 4.04099  C82 1.101
86 H -3.39351 4.38916 2.97630  C82 1.108
87 H -2.48711 3.45552 4.16120  C82 1.094
88 H -2.18680 2.29911 2.01175  C83 1.093
89 H -3.84497 2.50127 1.64034  C83 1.100
90 H -3.58864 0.32544 2.46788  O84 0.975
91 C -1.02470 5.83642 0.36885  C92 1.559, H94 1.081, H95 1.096, H96 1.113
92 C -0.15758 6.77141 1.26653  C91 1.559, O93 1.452, H97 1.095, H98 1.099
93 O 0.39726 5.91758 2.30203  C92 1.452, H99 0.958
94 H -1.30000 6.33854 -0.54809  C91 1.081
95 H -1.85206 5.43638 0.96689  C91 1.096
96 H -0.39365 4.97263 0.06253  C91 1.113
97 H -0.81306 7.54484 1.68034  C92 1.095
98 H 0.61441 7.18189 0.59992  C92 1.099
99 H 1.02993 6.45268 2.78339  O93 0.958
100 C 3.81319 2.78437 0.98896  C101 1.529, H103 1.078, H104 1.102, H105 1.097
101 C 3.01011 3.98468 0.48779  C100 1.529, O102 1.411, H106 1.076, H107 1.094
102 O 2.17711 3.69667 -0.61402  C101 1.411, H108 0.979
103 H 4.58181 2.51177 0.28353  C100 1.078
104 H 3.14553 1.91168 1.07035  C100 1.102
105 H 4.25423 2.94968 1.97959  C100 1.097
106 H 3.61538 4.85986 0.32646  C101 1.076
107 H 2.32221 4.29634 1.27891  C101 1.094
108 H 2.77537 3.30163 -1.28088  O102 0.979
109 C -2.03541 -0.53867 5.85993  C110 1.531, H112 1.103, H113 1.068, H114 1.105
110 C -0.76631 -0.38495 5.01720  C109 1.531, O111 1.423, H115 1.077, H116 1.084
111 O -0.00110 -1.58428 5.03017  C110 1.423, H117 0.948
112 H -2.79765 -1.15082 5.35017  C109 1.103
113 H -2.53958 0.38835 6.02214  C109 1.068
114 H -1.79472 -1.04033 6.81496  C109 1.105
115 H -0.12738 0.37724 5.42988  C110 1.077
116 H -1.02903 -0.07569 4.01249  C110 1.084
117 H -0.47558 -2.15756 4.44344  O111 0.948
118 C -3.25352 -0.53905 -1.30903  C119 1.529, H121 1.071, H122 1.132, H123 1.082
119 C -4.62433 -1.09067 -1.70053  C118 1.529, O120 1.437, H124 1.101, H125 1.097
120 O -5.27827 -0.16998 -2.58995  C119 1.437, H126 0.976
121 H -3.37111 0.38253 -0.77582  C118 1.071
122 H -2.65937 -0.50510 -2.27223  C118 1.132
123 H -2.81629 -1.25863 -0.62899  C118 1.082
124 H -5.21154 -1.25784 -0.78467  C119 1.101
125 H -4.62720 -2.09328 -2.14677  C119 1.097
126 H -6.04975 -0.62291 -2.98106  O120 0.976
127 C 3.87655 -1.06550 2.77008  C128 1.484, H130 1.060, H131 1.124, H132 1.092
128 C 2.73459 -1.99401 2.96052  C127 1.484, O129 1.450, H133 1.095, H134 1.091
129 O 2.00701 -2.24718 1.73264  C128 1.450, H135 0.989
130 H 4.61230 -1.43954 2.10523  C127 1.060
131 H 4.36086 -0.90486 3.77190  C127 1.124
132 H 3.46050 -0.12169 2.41228  C127 1.092
133 H 2.04271 -1.62300 3.72341  C128 1.095
134 H 3.08010 -2.99838 3.21194  C128 1.091
135 H 1.82237 -3.21769 1.69061  O129 0.989
136 C 3.97459 3.99155 -3.80395  C137 1.502, H139 1.076, H140 1.080, H141 1.132
137 C 4.24167 2.51472 -3.73242  C136 1.502, O138 1.472, H142 1.075, H143 1.060
138 O 4.31330 2.15356 -2.30768  C137 1.472, H144 0.956
139 H 2.93659 4.03171 -3.52305  C136 1.076
140 H 4.07022 4.38879 -4.80348  C136 1.080
141 H 4.60049 4.50795 -3.01485  C136 1.132
142 H 5.17731 2.20433 -4.16064  C137 1.075
143 H 3.45067 1.97618 -4.18911  C137 1.060
144 H 4.36702 1.20349 -2.21715  O138 0.956
145 C 1.09275 6.18120 -2.82329  C146 1.528, H148 1.085, H149 1.072, H150 1.104
146 C 0.25910 5.97246 -4.08634  C145 1.528, O147 1.441, H151 1.105, H152 1.106
147 O 0.11945 7.20235 -4.82485  C146 1.441, H153 0.938
148 H 1.19923 5.23390 -2.30544  C145 1.085
149 H 0.63965 6.83446 -2.10482  C145 1.072
150 H 2.09442 6.54984 -3.10457  C145 1.104
151 H -0.73152 5.61174 -3.75595  C146 1.105
152 H 0.70054 5.18003 -4.71938  C146 1.106
153 H -0.39554 6.95167 -5.56759  O147 0.938
154 C 0.41659 0.98157 0.71625  C155 1.516, H157 1.124, H158 1.085, H159 1.051
155 C 0.53584 -0.03058 -0.40657  C154 1.516, O156 1.504, H160 1.114, H161 1.067
156 O -0.09068 -1.33048 0.01566  C155 1.504, H162 0.987
157 H 0.74232 0.53066 1.69302  C154 1.124
158 H -0.59953 1.29744 0.92694  C154 1.085
159 H 1.01151 1.82998 0.54233  C154 1.051
160 H 1.62960 -0.10462 -0.60623  C155 1.114
161 H 0.04880 0.29000 -1.30027  C155 1.067
162 H 0.50680 -1.67583 0.72104  O156 0.987
163 C -1.18996 3.05115 -2.08407  C164 1.464, H166 1.092, H167 1.074, H168 1.104
164 C -2.52892 3.62633 -1.94271  C163 1.464, O165 1.457, H169 1.056, H170 1.091
165 O -3.09479 3.41701 -0.61652  C164 1.457, H171 0.974
166 H -1.35744 2.06600 -1.64360  C163 1.092
167 H -0.45894 3.52192 -1.45403  C163 1.074
168 H -0.91094 2.85454 -3.13442  C163 1.104
169 H -3.22619 3.26430 -2.64899  C164 1.056
170 H -2.52113 4.71354 -2.02821  C164 1.091
171 H -3.91985 3.93049 -0.55829  O165 0.974
172 C 1.05211 0.55272 -3.99046  C173 1.475, H175 1.107, H176 1.112, H177 1.113
173 C -0.35031 0.12620 -4.15092  C172 1.475, O174 1.419, H178 1.097, H179 1.103
174 O -0.94431 0.90199 -5.17997  C173 1.419, H180 0.971
175 H 1.47393 0.78637 -4.98713  C172 1.107
176 H 1.55900 -0.26777 -3.43756  C172 1.112
177 H 1.07908 1.47375 -3.36616  C172 1.113
178 H -0.87840 0.24387 -3.19700  C173 1.097
179 H -0.48629 -0.93782 -4.40762  C173 1.103
180 H -1.86736 0.60738 -5.23631  O174 0.971
181 C -2.44024 -3.57740 1.67228  C182 1.540, H184 1.110, H185 1.100, H186 1.075
182 C -2.69451 -2.12843 2.12651  C181 1.540, O183 1.429, H187 1.061, H188 1.103
183 O -4.02939 -1.61907 2.10690  C182 1.429, H189 0.975
184 H -1.38635 -3.74464 1.36508  C181 1.110
185 H -3.12562 -3.82731 0.84929  C181 1.100
186 H -2.73893 -4.30045 2.40929  C181 1.075
187 H -2.17341 -1.44177 1.50848  C182 1.061
188 H -2.32600 -1.93511 3.14820  C182 1.103
189 H -4.55072 -2.25617 2.62882  O183 0.975